(1)
Below is the ion C11H14IN2 with charge +1, with properties calculated with ωB97M-V/def2-TZVPD.

Geometry as XYZ:
```
28
Properties=species:S:1:pos:R:3:forces:R:3:mulliken_spin:R:1
C -3.3280 -1.5926 0.6815 0.6227 -0.8207 -1.1206 0.01
C -2.9932 -1.0023 1.8849 -1.9906 -0.1472 0.3545 0.01
C -2.4054 -1.6738 -0.3611 -1.1186 0.9016 -0.9497 0.00
C -1.8361 -0.2875 2.0439 0.4976 -0.3449 1.3906 0.00
C -1.2169 -1.0280 -0.1985 0.4352 -0.1908 1.6361 -0.01
C -0.9569 -0.3308 0.9841 -1.2559 -1.2833 -1.3042 0.04
C 0.7528 -0.0913 -0.3874 3.9375 -1.0345 -4.4295 -0.01
C 2.4601 1.6153 -1.4110 1.6133 1.2346 1.1922 0.00
C -0.1170 -1.8660 -2.1372 3.0271 2.5500 -2.5667 -0.02
C 0.6152 1.3003 1.7052 1.8014 -1.7818 1.9709 0.02
C 2.1903 0.2473 -0.9460 -5.6248 0.8739 1.0493 0.44
N -0.0778 -0.9847 -1.0077 -2.9472 0.3798 2.4025 0.04
N 0.2463 0.2246 0.7594 1.4654 2.9096 2.7970 0.10
I 3.5462 -0.5236 0.7588 1.9129 -0.9112 2.1312 1.39
H -4.2780 -2.0802 0.5464 -0.2576 0.1116 0.0687 0.00
H -3.8131 -1.0620 2.6251 1.0388 0.2697 -0.0124 0.00
H -2.6703 -1.8180 -1.4029 -0.3916 -1.1494 0.2307 0.00
H -1.5771 0.0484 3.0540 -0.0426 0.4247 -0.6351 0.00
H 1.8764 1.8411 -2.3124 0.3182 0.2520 0.2078 0.02
H 3.5948 1.5696 -1.6461 -1.7821 0.8424 0.1843 0.00
H 2.2332 2.3548 -0.5643 0.5615 -0.6426 -1.5240 0.00
H -0.9392 -1.6801 -2.8446 0.1173 0.1885 0.6247 0.00
H 0.8140 -1.4615 -2.6320 -0.8482 -1.2832 -0.4994 0.01
H -0.0183 -2.9074 -1.9559 0.0774 -0.7611 0.7450 0.00
H 0.8381 0.7809 2.7260 -0.1860 0.8845 -1.7464 0.00
H 1.5059 1.9178 1.4615 -0.9413 -0.5011 -0.2416 -0.02
H -0.2998 1.8054 1.8710 -0.5365 1.2341 0.0256 0.00
H 2.3898 -0.4131 -1.6933 0.4967 -2.2051 -1.9815 -0.02
```
Positions in Å, forces in eV/Å.

Values from the calculation:
Energy (hartree): -834.368073
Spin multiplicity: 3
LUMO energy (alpha / beta) (eV): -3.0 / -7.1
Net charge: +1
HOMO-LUMO gap (alpha / beta) (eV): 6.8 / 5.6

***

(2)
Below is a structure of composition C11H14InN2OP, with properties calculated with ωB97M-V/def2-TZVPD.

Geometry as XYZ:
```
30
Properties=species:S:1:pos:R:3:forces:R:3:lowdin_charge:R:1
C 0.8374 2.0692 -0.0838 1.2424 1.9363 -1.0310 -0.23
C 1.8991 1.2356 0.3922 0.5270 0.7484 -0.9946 -0.18
C 2.1290 0.2563 -0.6258 1.6963 0.6399 -0.9301 -0.19
C 1.3174 0.5818 -1.7904 0.9987 -0.2854 0.1768 -0.16
C 0.5216 1.6992 -1.4564 0.4549 1.2636 0.6520 -0.18
In 0.0000 0.0000 0.0000 -0.5451 -3.6247 0.2689 0.55
P -1.9804 0.3094 0.9360 -4.5957 0.1263 2.1112 0.59
H 0.4084 2.9193 0.4512 0.1415 -0.4088 -0.2323 0.12
H 2.4025 1.3061 1.3563 -0.3832 -0.1806 -0.3471 0.12
H 2.8739 -0.5414 -0.5834 -0.3821 0.3248 -0.0301 0.12
H -0.2047 2.1964 -2.1008 0.2385 -0.2606 0.3246 0.12
H 1.3247 0.0496 -2.7425 -0.0313 0.1588 0.4366 0.12
H -3.0662 0.9009 0.2130 -0.0927 0.5020 0.0419 -0.12
H -2.1363 1.1391 2.0930 -0.2487 0.2571 -0.0866 -0.11
H -2.7127 -0.8062 1.4410 0.6529 0.1559 -0.2586 -0.06
N -1.2298 -6.6398 -1.2327 -0.2324 -1.2974 1.1993 0.15
C -1.0001 -5.3211 -1.4614 0.1628 0.7862 -1.0682 -0.52
O -0.9291 -4.9359 -2.6195 0.0264 0.1819 -0.3295 0.02
C -0.8277 -4.3284 -0.3551 0.3032 0.8923 -0.2787 -0.13
C -0.8963 -4.7013 1.0026 -0.0552 0.0904 1.0273 -0.07
C -0.7206 -3.7522 2.0015 -0.5188 -0.0877 -0.7299 -0.09
C -0.4796 -2.4314 1.6521 -0.1328 -0.8948 0.9027 -0.24
N -0.4207 -2.0554 0.3415 0.2115 -0.3006 -1.0941 -0.18
C -0.5805 -2.9674 -0.6577 -0.0840 -2.2807 1.0444 -0.06
H -1.3403 -7.2895 -2.0259 0.1737 1.0135 0.7229 0.12
H -1.3016 -7.0423 -0.2903 0.0873 0.4956 -0.9286 0.10
H -1.0782 -5.7147 1.3217 0.0204 -0.2176 -0.1674 0.08
H -0.7666 -4.0388 3.0452 -0.0056 0.0716 -0.0464 0.10
H -0.3336 -1.7032 2.4407 0.4600 0.1542 -0.4130 0.07
H -0.5128 -2.6361 -1.6855 -0.0900 0.0401 0.0575 0.11
```
Positions in Å, forces in eV/Å.

Values from the calculation:
Energy (hartree): -1143.515700
Energy above the lowest of the compared OMol25 structures with the same formula, charge and spin (eV): 3.111
LUMO energy (alpha / beta) (eV): 0.1 / 0.1
HOMO-LUMO gap (alpha / beta) (eV): 3.8 / 3.9

***

(3)
Below is a structure of composition C11H14LuN2OP, with properties calculated with ωB97M-V/def2-TZVPD.

Geometry as XYZ:
```
30
Properties=species:S:1:pos:R:3:forces:R:3:lowdin_charge:R:1
C -0.9440 0.0111 -3.3726 0.9729 1.1718 0.0429 -0.21
C -1.6691 1.2244 -3.5802 0.7078 -0.7192 0.0271 -0.20
C -0.7597 2.3143 -3.4800 0.2133 -0.6707 0.5358 -0.20
C 0.5086 1.7963 -3.1039 -0.3234 -0.0803 -0.6441 -0.25
C 0.4489 0.3781 -3.1551 -1.0402 -0.0597 0.6052 -0.23
Lu 1.2303 -1.4971 0.6208 -0.5533 2.2190 -0.5469 1.37
P -0.1541 -3.5342 -0.4545 -1.1875 -1.6991 -1.0090 0.65
H -1.3304 -1.0022 -3.3099 -0.0740 0.1207 -0.3152 0.03
H -2.7304 1.2999 -3.8137 0.2767 -0.0368 0.0229 0.06
H -0.9676 3.3484 -3.7466 -0.0531 -0.1638 0.3683 0.06
H 1.3168 -0.2951 -3.0946 -0.3834 0.1584 0.0860 0.03
H 1.3635 2.3965 -2.7985 0.0708 -0.1101 -0.5129 0.06
H 0.2769 -4.4679 -1.4881 -0.1139 0.7019 0.7582 -0.09
H -1.2814 -3.0260 -1.1698 0.3419 -0.1438 0.3333 -0.09
H -0.8006 -4.5146 0.3937 0.3560 0.6937 -0.4432 -0.10
N 0.6875 -0.9955 4.6600 -0.1613 -0.4704 0.5474 0.20
C 0.6883 -1.0231 3.3367 0.3355 1.3962 -1.1053 -0.46
O 1.3844 -1.9100 2.6951 -0.3883 -0.5229 0.5531 -0.23
C 0.0594 0.0705 2.5474 1.2535 0.3637 1.8852 -0.26
C 0.5545 1.3840 2.6948 -1.1459 -1.1510 0.6459 -0.05
C 0.5213 2.1974 1.5660 -0.3293 1.3437 0.0229 -0.10
C 0.3782 1.6171 0.3097 -0.7905 -0.8072 0.4903 -0.11
N 0.0064 0.3245 0.2050 1.2494 0.5971 -1.3417 -0.14
C -0.5882 -0.2543 1.3163 0.3370 -2.8626 -0.2460 -0.36
H 0.9811 -1.7893 5.2227 0.1508 0.4504 -0.2973 0.13
H 0.1691 -0.2452 5.0810 -0.1747 -0.1787 0.2443 0.12
H 0.8698 1.7137 3.6970 0.3650 0.0234 -0.7179 0.12
H 0.6523 3.2724 1.6442 0.3448 -0.2011 -0.0181 0.10
H 0.5405 2.1521 -0.6167 0.3649 -0.0953 -0.1614 0.09
H -1.4124 -0.9462 1.1940 -0.6215 0.7326 0.1901 0.08
```
Positions in Å, forces in eV/Å.

Values from the calculation:
Energy (hartree): -2188.946795
Energy above the lowest of the compared OMol25 structures with the same formula, charge and spin (eV): 1.603
LUMO energy (eV): -1.3
HOMO-LUMO gap (eV): 3.8

***

(4)
Below is a cluster of 2 separate species, C11H14N2O in total, with properties calculated with ωB97M-V/def2-TZVPD.

Geometry as XYZ:
```
28
Properties=species:S:1:pos:R:3:forces:R:3:lowdin_charge:R:1
C -1.5296 -0.7447 4.9444 0.3681 -0.3192 -1.1338 -0.05
C -0.7278 -0.8077 3.6462 -1.0443 0.0468 0.4638 -0.29
C -0.5042 -2.0337 3.0379 0.4792 0.1601 -0.7223 -0.04
C 0.1955 -2.0870 1.8318 -0.6609 -0.3156 0.3394 -0.02
C 0.5468 -0.9137 1.2027 0.5591 0.6035 -0.8635 -0.32
O 1.1399 -1.0154 -0.0381 0.0377 -0.3533 0.2597 0.03
C 0.2834 0.3281 1.7607 -0.3281 0.1164 1.0697 -0.01
C -0.3634 0.3650 2.9948 0.2858 -0.4880 0.0674 -0.05
H -0.9889 -1.2749 5.7208 -0.1741 0.0054 0.3167 0.08
H -2.5129 -1.1886 4.7748 0.0747 -0.1421 0.2286 0.08
H -1.6891 0.2855 5.2006 -0.0024 0.4549 0.4390 0.06
H -0.9227 -2.9452 3.4440 0.2022 -0.0311 0.2428 0.11
H 0.3952 -3.0277 1.3327 0.0040 0.0498 0.0283 0.12
H 1.5660 -0.1847 -0.2557 -0.0357 0.2208 -0.1001 0.08
H 0.5789 1.2803 1.3397 0.0633 -0.1869 -0.4734 0.11
H -0.6034 1.2953 3.4937 0.1349 0.1697 -0.2041 0.11
C 2.2969 0.9689 -3.0954 -1.0753 0.0959 0.5062 -0.03
C 0.7899 1.0568 -3.1478 0.6590 -0.0182 -0.3410 -0.36
C -0.1452 0.0783 -3.0175 -0.4643 -0.2203 0.6803 -0.08
N -1.3558 0.7009 -3.1882 -0.2236 0.1313 -0.1342 0.04
C -1.0989 2.0023 -3.4465 -0.6677 0.2694 -0.4431 -0.22
N 0.1726 2.2538 -3.4413 0.6465 -0.0056 0.0806 0.09
H 2.6664 0.1948 -3.7635 0.2084 0.2106 -0.0957 0.08
H 2.6078 0.7299 -2.0794 0.2558 -0.0884 0.0495 0.05
H 2.6467 1.9709 -3.3179 0.4039 -0.1026 -0.2759 0.07
H -0.1498 -0.9224 -2.6247 0.4171 -0.1727 -0.2392 0.11
H -2.2531 0.2525 -3.1810 -0.0498 0.0381 0.0441 0.14
H -1.8555 2.7208 -3.7293 -0.0737 -0.1288 0.2102 0.12
```
Positions in Å, forces in eV/Å.

Values from the calculation:
Energy (hartree): -612.306686
Energy above the lowest of the compared OMol25 structures with the same formula, charge and spin (eV): 1.199
SMILES: Cc1ccc(O)cc1.Cc1c[nH]cn1
LUMO energy (eV): 0.8
HOMO-LUMO gap (eV): 9.3

***

(5)
Below is a structure of composition C11H14N2OPPd, with properties calculated with ωB97M-V/def2-TZVPD.

Geometry as XYZ:
```
30
Properties=species:S:1:pos:R:3:forces:R:3:mulliken_spin:R:1
C -3.8734 0.6277 -0.0228 0.7216 1.1281 -0.3326 0.00
C -3.5517 -0.0475 -1.2594 0.2676 0.9305 -0.0792 0.11
C -2.4904 0.6634 -1.8959 -1.0757 -0.2743 0.3953 0.00
C -2.1471 1.7912 -1.1045 -1.1410 0.0130 1.1257 0.16
C -2.9802 1.7945 0.0805 -0.9023 -0.2876 -1.2511 -0.01
Pd -1.9032 -0.0495 0.6963 0.7134 -0.2520 -0.5149 0.55
P -2.2596 -1.7101 2.1119 0.0964 0.3524 -0.3332 0.08
H -4.7273 0.4489 0.6248 0.1686 -0.0452 -0.2082 -0.01
H -4.0888 -0.9123 -1.6414 0.3012 0.1277 0.0478 0.01
H -2.0366 0.3978 -2.8405 0.0258 -0.0448 0.0700 0.00
H -3.0599 2.5766 0.8354 0.1112 -0.2310 -0.3308 0.00
H -1.4585 2.5909 -1.3592 0.0689 -0.3390 0.0990 0.00
H -1.3336 -2.8163 2.0036 -0.7717 0.2860 0.6714 0.01
H -3.5628 -2.3270 2.0397 0.8273 0.0048 0.5482 0.00
H -2.1381 -1.1957 3.4547 -0.1937 -1.0496 -0.3743 0.01
N 5.1729 0.3557 -0.9702 0.9064 0.3889 -0.6655 0.03
C 4.5326 -0.3722 -0.0140 -3.2519 0.0894 0.1817 0.01
O 5.1336 -1.0880 0.7786 0.8668 -0.2876 0.3360 0.10
C 3.0290 -0.2573 0.0078 3.0550 -0.1944 -0.0610 0.28
C 2.2506 0.4702 -0.9042 -2.0868 0.6428 -0.6515 0.09
C 0.8542 0.5142 -0.7661 2.2295 0.2346 -0.5623 0.02
N 0.2309 -0.1130 0.2448 -1.5848 0.1132 0.1640 0.31
C 0.9579 -0.8517 1.0979 2.3500 -0.5250 0.3471 0.07
C 2.3423 -0.9472 1.0100 -1.8772 -0.6201 1.0255 0.05
H 6.1792 0.3439 -0.9861 -0.1558 -0.0388 0.0520 0.00
H 4.6938 0.9800 -1.5906 -0.0563 -0.0418 0.1274 0.00
H 2.6814 1.0052 -1.7463 -0.0538 -0.0485 0.0391 0.03
H 0.2570 1.0737 -1.4940 0.1692 -0.3196 0.4615 0.04
H 0.4180 -1.3850 1.8818 0.2435 0.1709 -0.1915 0.04
H 2.8777 -1.5613 1.7272 0.0284 0.1171 -0.1358 0.02
```
Positions in Å, forces in eV/Å.

Values from the calculation:
Energy (hartree): -1081.506733
Spin multiplicity: 3
Energy above the lowest of the compared OMol25 structures with the same formula, charge and spin (eV): 0.000
LUMO energy (alpha / beta) (eV): 3.4 / 3.3
Net charge: -1
HOMO-LUMO gap (alpha / beta) (eV): 4.5 / 7.1

***

(6)
Below is a structure of composition C11H14N2OPYb, with properties calculated with ωB97M-V/def2-TZVPD.

Geometry as XYZ:
```
30
Properties=species:S:1:pos:R:3:forces:R:3:mulliken_spin:R:1
C 0.2413 3.4022 0.7420 -1.8405 1.3707 -0.8517 0.08
C 1.2248 3.4988 1.8121 -2.5983 2.2602 2.9374 0.04
C 2.4692 3.0325 1.5018 3.8927 -0.0918 -1.2589 0.05
C 2.6318 2.4373 0.1883 3.7607 2.4140 2.5650 -0.08
C 1.5263 2.4021 -0.5588 -0.1529 -2.0079 -3.9003 0.55
Yb 1.0492 1.3191 1.3185 -2.8342 -5.0681 1.1975 -0.03
P -1.4167 2.8385 0.9251 2.6108 0.5839 -0.1349 0.15
H 0.2272 4.1809 -0.0462 -0.1908 -0.3806 0.2425 0.03
H 0.9086 3.8927 2.8076 0.7330 -0.0826 -1.0204 0.00
H 3.3022 3.0420 2.2044 -0.1585 0.1474 -0.1502 0.01
H 1.6229 1.9534 -1.5811 -0.4603 0.7074 0.5143 0.04
H 3.6459 2.0407 0.0008 -0.4795 0.2358 -0.4088 0.02
H -1.7005 2.2068 -0.3063 -0.8368 0.4314 -0.3830 0.03
H -2.3787 3.8259 1.2068 -0.9565 -0.5269 -0.0761 0.06
H -1.4638 1.8474 1.9192 -0.2800 0.0607 0.7037 -0.01
N -0.7670 -4.7873 -2.3981 -1.1746 -1.7143 -0.3068 0.00
C -1.5546 -4.2569 -1.4151 -0.8976 -1.2234 -0.1852 0.00
O -2.5647 -4.8590 -1.0160 1.5728 1.2467 -0.4431 0.01
C -1.0705 -2.9640 -0.8493 0.0736 0.2509 0.4589 0.03
C 0.0444 -2.2692 -1.3314 -0.2027 0.6847 0.3640 -0.01
C 0.4867 -1.1420 -0.6251 -0.3368 -0.2618 0.4535 0.02
N -0.1006 -0.7096 0.5290 -0.3608 -0.5615 -0.3696 0.02
C -1.2132 -1.3651 0.9663 0.5095 -0.1585 -0.8742 0.02
C -1.7216 -2.4748 0.2934 -0.1967 0.5610 0.4927 -0.01
H -1.0671 -5.6972 -2.7953 0.2560 1.1633 0.5668 0.00
H 0.0312 -4.3756 -2.8150 0.4207 0.4541 0.0041 0.00
H 0.5582 -2.5331 -2.2558 -0.0895 0.0224 0.3511 0.00
H 1.3741 -0.5786 -0.9462 -0.4443 -0.2427 0.0677 -0.02
H -1.6828 -0.9633 1.8720 0.1701 -0.2567 -0.3635 0.00
H -2.6425 -2.9446 0.6527 0.4916 -0.0176 -0.1926 0.00
```
Positions in Å, forces in eV/Å.

Values from the calculation:
Energy (hartree): -2111.984355
Spin multiplicity: 2
Energy above the lowest of the compared OMol25 structures with the same formula, charge and spin (eV): 5.198
LUMO energy (alpha / beta) (eV): -0.8 / -0.6
HOMO-LUMO gap (alpha / beta) (eV): 3.4 / 3.5

***

Question: energy of number 2 (C11H14InN2OP)?
Answer: -1143.515700 hartree

***

Question: Among the records above, which one has the lowest energy?
Answer: C11H14LuN2OP

***

Question: The highest energy belongs to which entry?
Answer: C11H14N2O